Entry from OMol25: a 10-piece molecular cluster, C36H81NO26P4S5 overall at a distorted geometry (ωB97M-V/def2-TZVPD).

Bonds (Å) are listed after each position.
Cartesian coordinates (Å):
1 C 1.632 6.318 1.184  C2 1.466, C7 1.563, H8 1.090, H9 1.090
2 C 2.567 5.318 0.659  C1 1.466, C3 1.581, H10 1.090, H11 1.090
3 C 1.775 3.956 0.525  C2 1.581, S4 1.789, H12 1.090, H13 1.090
4 S 0.099 4.379 0.062  C3 1.789, O5 1.453, O6 1.442, C7 1.826
5 O -0.837 3.834 1.032  S4 1.453
6 O -0.055 4.171 -1.357  S4 1.442
7 C 0.307 6.166 0.369  C1 1.563, S4 1.826, H14 1.090, H15 1.090
8 H 2.067 7.317 1.131  C1 1.090
9 H 1.360 6.218 2.234  C1 1.090
10 H 3.433 5.288 1.319  C2 1.090
11 H 2.987 5.681 -0.280  C2 1.090
12 H 1.812 3.430 1.479  C3 1.090
13 H 2.170 3.194 -0.146  C3 1.090
14 H -0.664 6.566 0.662  C7 1.090
15 H 0.493 6.551 -0.633  C7 1.090
16 C 5.398 1.039 1.644  C17 1.568, C22 1.513, H23 1.090, H24 1.090
17 C 5.092 1.612 0.217  C16 1.568, C18 1.564, H25 1.090, H26 1.090
18 C 4.809 0.491 -0.838  C17 1.564, S19 1.884, H27 1.090, H28 1.090
19 S 4.929 -1.113 0.144  C18 1.884, O20 1.435, O21 1.438, C22 1.847
20 O 5.548 -2.161 -0.617  S19 1.435
21 O 3.639 -1.399 0.712  S19 1.438
22 C 5.912 -0.379 1.524  C16 1.513, S19 1.847, H29 1.090, H30 1.090
23 H 4.540 1.204 2.296  C16 1.090
24 H 6.133 1.699 2.103  C16 1.090
25 H 5.945 2.203 -0.114  C17 1.090
26 H 4.139 2.124 0.351  C17 1.090
27 H 5.673 0.434 -1.500  C18 1.090
28 H 3.905 0.488 -1.448  C18 1.090
29 H 6.960 -0.453 1.233  C22 1.090
30 H 5.885 -1.066 2.370  C22 1.090
31 C 1.123 -5.965 2.253  C32 1.537, C37 1.492, H38 1.090, H39 1.090
32 C 2.459 -5.207 2.314  C31 1.537, C33 1.461, H40 1.090, H41 1.090
33 C 2.541 -4.263 1.201  C32 1.461, S34 1.843, H42 1.090, H43 1.090
34 S 1.773 -5.177 -0.202  C33 1.843, O35 1.491, O36 1.444, C37 1.898
35 O 2.878 -5.888 -0.908  S34 1.491
36 O 0.836 -4.319 -0.889  S34 1.444
37 C 0.715 -6.336 0.866  C31 1.492, S34 1.898, H44 1.090, H45 1.090
38 H 0.437 -5.332 2.817  C31 1.090
39 H 1.218 -6.812 2.933  C31 1.090
40 H 3.246 -5.960 2.325  C32 1.090
41 H 2.470 -4.738 3.298  C32 1.090
42 H 3.524 -3.842 0.989  C33 1.090
43 H 1.913 -3.411 1.463  C33 1.090
44 H 0.937 -7.380 0.648  C37 1.090
45 H -0.353 -6.186 0.706  C37 1.090
46 C 3.642 1.164 -5.508  C47 1.569, C52 1.558, H53 1.090, H54 1.090
47 C 2.515 1.084 -4.420  C46 1.569, C48 1.567, H55 1.090, H56 1.090
48 C 2.388 2.523 -3.812  C47 1.567, S49 1.899, H57 1.090, H58 1.090
49 S 4.141 3.253 -3.833  C48 1.899, O50 1.447, O51 1.463, C52 1.896
50 O 4.738 3.323 -2.517  S49 1.447
51 O 4.197 4.501 -4.594  S49 1.463
52 C 4.885 1.832 -4.846  C46 1.558, S49 1.896, H59 1.090, H60 1.090
53 H 3.241 1.633 -6.406  C46 1.090
54 H 3.962 0.154 -5.766  C46 1.090
55 H 2.756 0.332 -3.668  C47 1.090
56 H 1.550 0.778 -4.824  C47 1.090
57 H 1.994 2.759 -2.824  C48 1.090
58 H 1.857 3.031 -4.617  C48 1.090
59 H 5.306 1.123 -4.134  C52 1.090
60 H 5.688 2.276 -5.435  C52 1.090
61 C -4.313 3.261 -2.921  C62 1.531, C67 1.570, H68 1.090, H69 1.090
62 C -4.471 3.282 -1.398  C61 1.531, C63 1.487, H70 1.090, H71 1.090
63 C -3.937 4.553 -0.840  C62 1.487, S64 1.850, H72 1.090, H73 1.090
64 S -3.387 5.716 -2.169  C63 1.850, O65 1.453, O66 1.450, C67 1.854
65 O -2.160 6.389 -1.776  S64 1.453
66 O -4.555 6.466 -2.584  S64 1.450
67 C -3.172 4.268 -3.308  C61 1.570, S64 1.854, H74 1.090, H75 1.090
68 H -5.175 3.606 -3.492  C61 1.090
69 H -4.123 2.253 -3.289  C61 1.090
70 H -4.013 2.418 -0.918  C62 1.090
71 H -5.537 3.210 -1.183  C62 1.090
72 H -3.002 4.290 -0.345  C63 1.090
73 H -4.517 5.132 -0.122  C63 1.090
74 H -2.359 3.633 -2.958  C67 1.090
75 H -3.113 4.619 -4.338  C67 1.090
76 C -6.293 2.328 1.454  O77 1.436, H84 1.090, H85 1.090, H86 1.090
77 O -4.963 2.452 1.983  C76 1.436, P78 1.620
78 P -4.371 1.282 2.934  O77 1.620, O79 1.512, O80 1.644, O82 1.624
79 O -5.371 0.565 3.812  P78 1.512
80 O -3.544 0.330 1.879  P78 1.644, C81 1.402
81 C -2.476 0.817 1.112  O80 1.402, H87 1.090, H88 1.090, H89 1.090
82 O -3.197 2.071 3.731  P78 1.624, C83 1.429
83 C -3.492 3.010 4.768  O82 1.429, H90 1.090, H91 1.090, H92 1.090
84 H -6.926 1.731 2.110  C76 1.090
85 H -6.216 1.759 0.527  C76 1.090
86 H -6.774 3.284 1.249  C76 1.090
87 H -2.427 1.904 1.046  C81 1.090
88 H -2.464 0.323 0.140  C81 1.090
89 H -1.504 0.567 1.537  C81 1.090
90 H -3.097 3.988 4.490  C83 1.090
91 H -3.135 2.761 5.767  C83 1.090
92 H -4.560 3.091 4.969  C83 1.090
93 C -5.007 -2.441 3.191  O94 1.396, H101 1.090, H102 1.090, H103 1.090
94 O -4.382 -3.124 2.146  C93 1.396, P95 1.605
95 P -2.892 -3.700 2.294  O94 1.605, O96 1.439, O97 1.613, O99 1.641
96 O -2.658 -4.503 3.466  P95 1.439
97 O -2.651 -4.461 0.892  P95 1.613, C98 1.385
98 C -3.540 -5.394 0.387  O97 1.385, H104 1.090, H105 1.090, H106 1.090
99 O -1.894 -2.407 2.128  P95 1.641, C100 1.440
100 C -0.480 -2.601 1.936  O99 1.440, H107 1.090, H108 1.090, H109 1.090
101 H -5.602 -1.599 2.838  C93 1.090
102 H -4.419 -2.014 4.004  C93 1.090
103 H -5.813 -2.998 3.669  C93 1.090
104 H -2.910 -6.180 -0.031  C98 1.090
105 H -4.187 -4.931 -0.359  C98 1.090
106 H -4.070 -5.957 1.155  C98 1.090
107 H 0.007 -2.624 2.911  C100 1.090
108 H -0.123 -1.763 1.337  C100 1.090
109 H -0.203 -3.526 1.431  C100 1.090
110 C -3.044 -6.497 -5.775  O111 1.374, H118 1.090, H119 1.090, H120 1.090
111 O -2.283 -5.808 -4.861  C110 1.374, P112 1.660
112 P -1.571 -4.329 -5.104  O111 1.660, O113 1.495, O114 1.596, O116 1.665
113 O -1.772 -3.777 -6.479  P112 1.495
114 O -2.108 -3.462 -3.877  P112 1.596, C115 1.425
115 C -1.741 -3.724 -2.525  O114 1.425, H121 1.090, H122 1.090, H123 1.090
116 O 0.016 -4.655 -4.722  P112 1.665, C117 1.404
117 C 0.960 -3.646 -4.477  O116 1.404, H124 1.090, H125 1.090, H126 1.090
118 H -4.043 -6.070 -5.683  C110 1.090
119 H -3.083 -7.556 -5.521  C110 1.090
120 H -2.784 -6.365 -6.825  C110 1.090
121 H -2.505 -3.637 -1.753  C115 1.090
122 H -1.074 -2.982 -2.085  C115 1.090
123 H -1.414 -4.729 -2.260  C115 1.090
124 H 1.963 -4.068 -4.415  C117 1.090
125 H 0.817 -3.155 -3.514  C117 1.090
126 H 0.843 -2.962 -5.317  C117 1.090
127 C 0.939 2.932 4.618  O128 1.404, H135 1.090, H136 1.090, H137 1.090
128 O 1.415 1.707 5.113  C127 1.404, P129 1.602
129 P 1.566 0.377 4.233  O128 1.602, O130 1.465, O131 1.648, O133 1.600
130 O 1.734 0.630 2.800  P129 1.465
131 O 2.758 -0.549 4.895  P129 1.648, C132 1.424
132 C 3.593 -1.422 4.140  O131 1.424, H138 1.090, H139 1.090, H140 1.090
133 O 0.284 -0.525 4.553  P129 1.600, C134 1.439
134 C -0.972 0.176 4.505  O133 1.439, H141 1.090, H142 1.090, H143 1.090
135 H 1.700 3.674 4.862  C127 1.090
136 H -0.078 3.113 4.964  C127 1.090
137 H 0.784 2.900 3.540  C127 1.090
138 H 3.087 -2.384 4.211  C132 1.090
139 H 4.499 -1.614 4.716  C132 1.090
140 H 3.866 -1.110 3.132  C132 1.090
141 H -1.260 0.582 5.475  C134 1.090
142 H -1.763 -0.441 4.077  C134 1.090
143 H -0.881 1.075 3.895  C134 1.090
144 N 1.339 0.041 -0.526  C145 1.360, C148 1.370, H149 1.010
145 C 0.358 0.981 -0.581  N144 1.360, C146 1.315, H150 1.080
146 C -0.373 0.750 -1.650  C145 1.315, C147 1.381, H151 1.080
147 C 0.089 -0.392 -2.275  C146 1.381, C148 1.347, H152 1.080
148 C 1.083 -0.879 -1.507  N144 1.370, C147 1.347, H153 1.080
149 H 2.012 -0.050 0.222  N144 1.010
150 H 0.164 1.728 0.175  C145 1.080
151 H -1.183 1.438 -1.838  C146 1.080
152 H -0.386 -0.740 -3.180  C147 1.080
153 H 1.687 -1.773 -1.564  C148 1.080

Results
- calculated total energy (eV) = -184706.4921
- HOMO (eV) = -8.471
- net charge = 0
- LUMO (eV) = 0.123
- multiplicity = 1
- SMILES = COP(=O)(OC)OC.COP(=O)(OC)OC.COP(=O)(OC)OC.COP(=O)(OC)OC.O=S1(=O)CCCC1.O=S1(=O)CCCC1.O=S1(=O)CCCC1.O=S1(=O)CCCC1.O=S1(=O)CCCC1.c1cc[nH]c1